ORCA calculation (ωB97M-V with the def2-TZVPD basis set) on a gas-phase ion, CH5IN3S (charge +1).

Summary:
ΔE to the lowest compared entry with this formula, charge and spin: 46.4 kJ/mol
multiplicity: 1
LUMO: -0.1951 hartree
charge: +1

XYZ file:
```
11
Properties=species:S:1:pos:R:3:forces:R:3:mulliken_charge:R:1
I 3.773 -0.305 0.333 -0.532 0.471 -0.112 0.19
S 1.942 1.228 -0.078 0.675 -0.940 0.359 -0.18
N -0.566 0.843 -0.291 -2.015 -0.108 -0.733 -0.03
N -1.655 -0.036 -0.205 -3.658 2.586 4.952 -0.69
N 0.433 -1.127 0.290 2.086 1.281 0.009 -0.31
C 0.528 0.200 -0.008 0.588 -1.732 0.326 0.73
H -2.371 0.447 0.680 2.697 -2.138 -2.989 0.33
H 1.380 -1.458 0.614 -1.756 -0.435 -0.545 0.12
H -2.287 0.080 -0.945 -0.661 0.285 -1.890 0.28
H -0.722 1.826 -0.546 0.710 -0.657 0.203 0.23
H -0.456 -1.699 0.154 1.866 1.387 0.420 0.34
```
Forces are in eV/Å.